[1]
5 unconnected molecules or ions with the total composition C10H15N5 in a non-equilibrium geometry. Source: the Open Molecules 2025 dataset; level of theory: the ωB97M-V functional and the def2-TZVPD basis.

Output
Molecular weight, g mol⁻¹: 205.27
HOMO-LUMO gap, eV: 11.76
LUMO energy, eV: 0.230
Energy above the lowest of the compared OMol25 structures with the same formula, charge and spin, kJ/mol: 130.7
SMILES: CC#N.CC#N.CC#N.CC#N.CC#N

Atoms and positions in Å:
C -25.4716 10.1066 24.9744
C -26.0664 9.4712 26.1432
N -26.4917 9.0131 27.1083
H -25.9750 9.9047 24.0357
H -24.5129 9.5751 24.9485
H -25.3322 11.1526 25.2329
C -22.6637 8.0482 27.6481
C -21.9862 8.0930 26.3383
N -21.4559 8.1111 25.3213
H -22.3994 7.1747 28.2342
H -23.6988 7.9980 27.2936
H -22.5044 8.9451 28.2380
C -29.7799 8.5176 25.3779
C -30.5010 8.9582 24.1673
N -31.0788 9.3061 23.2384
H -28.6977 8.5278 25.2833
H -30.1093 7.5514 25.7456
H -30.0246 9.2954 26.1037
C -23.2876 8.6008 22.2507
C -22.5519 8.9438 21.0377
N -21.9316 9.1987 20.1050
H -24.2337 8.1511 21.9596
H -23.2202 9.3753 23.0096
H -22.7492 7.7944 22.7615
C -29.2351 12.4462 22.7098
C -28.1055 12.6895 23.6108
N -27.1972 12.8515 24.2902
H -29.7060 11.5024 22.9890
H -28.7993 12.5223 21.7165
H -30.0445 13.1595 22.8629


[2]
2 unconnected molecules or ions with the total composition C10H15NO in a non-equilibrium geometry. Source: the Open Molecules 2025 dataset; level of theory: the ωB97M-V functional and the def2-TZVPD basis.

Output
Molecular weight, g mol⁻¹: 165.24
HOMO-LUMO gap, eV: 9.86
LUMO energy, eV: 0.803
Energy above the lowest of the compared OMol25 structures with the same formula, charge and spin, kJ/mol: 57.4
SMILES: Cc1ccccc1.CCC(N)=O

Atoms and positions in Å:
C -2.1098 0.0463 -4.0237
C -1.7085 0.0597 -2.5636
C -0.5249 -0.5382 -2.1027
C -0.1938 -0.5830 -0.7804
C -1.1972 -0.1805 0.1586
C -2.3603 0.4067 -0.2995
C -2.6541 0.5325 -1.6827
H -2.5167 -0.9588 -4.1685
H -1.2615 0.0831 -4.7179
H -2.7793 0.8370 -4.3361
H 0.0513 -1.0306 -2.8795
H 0.6213 -1.1749 -0.4230
H -1.0287 -0.2336 1.2253
H -3.0192 0.8697 0.4211
H -3.4857 1.1718 -1.9449
C 2.8597 1.3743 1.6401
C 2.3072 -0.0385 1.7876
C 1.4787 -0.2003 3.0695
N 0.9487 -1.4363 3.2816
O 1.2829 0.7193 3.8394
H 2.0696 2.1001 1.8469
H 3.2786 1.4509 0.6417
H 3.5819 1.6547 2.3948
H 1.8316 -0.5037 0.9313
H 3.1237 -0.7480 1.9838
H 0.3255 -1.5049 4.0694
H 1.0792 -2.1748 2.6313


[3]
2 unconnected molecules or ions with the total composition C10H15NO in a non-equilibrium geometry. Source: the Open Molecules 2025 dataset; level of theory: the ωB97M-V functional and the def2-TZVPD basis.

Output
Molecular weight, g mol⁻¹: 165.24
HOMO-LUMO gap, eV: 9.64
LUMO energy, eV: 0.890
Energy above the lowest of the compared OMol25 structures with the same formula, charge and spin, kJ/mol: 26.7
SMILES: Cc1ccccc1.CCC(N)=O

Atoms and positions in Å:
C 1.3613 2.4462 0.7012
C 0.3652 1.7887 -0.2399
C 0.7881 1.4869 -1.5377
C -0.1743 1.1903 -2.4846
C -1.5101 1.0499 -2.1348
C -1.9367 1.3909 -0.8623
C -0.9919 1.7688 0.0783
H 0.8490 3.0868 1.4062
H 2.1067 2.9701 0.1172
H 1.9555 1.7232 1.2638
H 1.8389 1.6011 -1.7703
H 0.1161 1.1460 -3.5188
H -2.2159 0.8784 -2.9393
H -2.9794 1.4051 -0.5896
H -1.2625 1.9677 1.1116
C -0.9145 -2.5057 -0.3229
C -0.6299 -2.3372 1.1666
C 0.7864 -1.8059 1.3810
N 1.2209 -1.8502 2.6783
O 1.5002 -1.4061 0.4869
H -0.5298 -1.6746 -0.8933
H -1.9950 -2.5762 -0.4316
H -0.4320 -3.3957 -0.7125
H -1.1831 -1.4629 1.5216
H -0.8647 -3.1526 1.8411
H 2.1333 -1.5161 2.9365
H 0.8013 -2.4788 3.3422


[4]
2 unconnected molecules or ions with the total composition C10H15NO in a non-equilibrium geometry. Source: the Open Molecules 2025 dataset; level of theory: the ωB97M-V functional and the def2-TZVPD basis.

Output
Molecular weight, g mol⁻¹: 165.24
HOMO-LUMO gap, eV: 10.03
LUMO energy, eV: 0.794
Energy above the lowest of the compared OMol25 structures with the same formula, charge and spin, kJ/mol: 0.0
SMILES: Cc1ccccc1.CCC(N)=O

Atoms and positions in Å:
C 0.3762 1.7293 -1.1095
C -0.9720 1.2556 -0.6794
C -1.5978 1.8356 0.4188
C -2.8072 1.3310 0.8753
C -3.3297 0.1670 0.3520
C -2.6932 -0.4417 -0.7311
C -1.5406 0.1182 -1.2420
H 0.8332 1.1209 -1.8952
H 1.0859 1.7840 -0.2828
H 0.3507 2.7359 -1.5460
H -1.1203 2.6803 0.8956
H -3.2995 1.8151 1.7098
H -4.2158 -0.2864 0.7755
H -3.1626 -1.3048 -1.1867
H -1.0609 -0.3180 -2.1159
C 1.1243 -0.5526 1.9035
C 1.6084 -1.7075 1.0417
C 2.5945 -1.2286 -0.0145
N 2.2103 -1.4098 -1.3053
O 3.6618 -0.7321 0.2870
H 0.3582 0.0479 1.4006
H 1.9719 0.0933 2.1485
H 0.6604 -0.8335 2.8546
H 2.1585 -2.4411 1.6268
H 0.7692 -2.2195 0.5776
H 2.8300 -1.1775 -2.0627
H 1.2626 -1.6456 -1.5426


Repeat the second record exactly.
2 unconnected molecules or ions with the total composition C10H15NO in a non-equilibrium geometry. Source: the Open Molecules 2025 dataset; level of theory: the ωB97M-V functional and the def2-TZVPD basis.

Output
Molecular weight, g mol⁻¹: 165.24
HOMO-LUMO gap, eV: 9.86
LUMO energy, eV: 0.803
Energy above the lowest of the compared OMol25 structures with the same formula, charge and spin, kJ/mol: 57.4
SMILES: Cc1ccccc1.CCC(N)=O

Atoms and positions in Å:
C -2.1098 0.0463 -4.0237
C -1.7085 0.0597 -2.5636
C -0.5249 -0.5382 -2.1027
C -0.1938 -0.5830 -0.7804
C -1.1972 -0.1805 0.1586
C -2.3603 0.4067 -0.2995
C -2.6541 0.5325 -1.6827
H -2.5167 -0.9588 -4.1685
H -1.2615 0.0831 -4.7179
H -2.7793 0.8370 -4.3361
H 0.0513 -1.0306 -2.8795
H 0.6213 -1.1749 -0.4230
H -1.0287 -0.2336 1.2253
H -3.0192 0.8697 0.4211
H -3.4857 1.1718 -1.9449
C 2.8597 1.3743 1.6401
C 2.3072 -0.0385 1.7876
C 1.4787 -0.2003 3.0695
N 0.9487 -1.4363 3.2816
O 1.2829 0.7193 3.8394
H 2.0696 2.1001 1.8469
H 3.2786 1.4509 0.6417
H 3.5819 1.6547 2.3948
H 1.8316 -0.5037 0.9313
H 3.1237 -0.7480 1.9838
H 0.3255 -1.5049 4.0694
H 1.0792 -2.1748 2.6313